[1]
{
  "formula": "C4H5NO2",
  "method": "ωB97M-V/def2-TZVPD",
  "elements": ["O", "C", "C", "C", "N", "C", "O", "H", "H", "H", "H", "H"],
  "xyz": [[-0.268, 2.445, -1.288], [-0.387, 1.275, -1.011], [-0.057, 0.812, 0.386], [-0.718, -0.364, 1.017], [0.709, -0.387, 0.720], [1.103, -1.300, -0.276], [0.988, -1.148, -1.470], [-0.769, 0.532, -1.737], [0.195, 1.644, 1.040], [-1.357, -0.972, 0.376], [-1.003, -0.336, 2.065], [1.562, -2.202, 0.179]],
  "forces_ev_per_a": [[-0.087, -0.599, 0.026], [-0.017, 0.280, 0.027], [-0.033, 0.217, 0.012], [-0.339, -0.084, 0.096], [0.211, -0.155, -0.131], [-0.097, -0.032, -0.633], [0.293, -0.043, 0.856], [0.082, 0.172, 0.185], [-0.012, -0.088, -0.161], [0.099, 0.099, 0.059], [0.093, 0.038, -0.144], [-0.194, 0.194, -0.191]],
  "homo_ev": -10.0,
  "total_charge": 0,
  "homo_lumo_gap_ev": 10.64,
  "e_lumo_ev": 0.7
}

***

[2]
{
  "formula": "C4H9O2",
  "method": "ωB97M-V/def2-TZVPD",
  "elements": ["C", "C", "H", "H", "H", "H", "H", "H", "C", "C", "O", "O", "H", "H", "H"],
  "xyz": [[-0.273, -0.567, -1.842], [1.212, -0.343, -2.125], [-0.419, -0.246, -0.815], [-1.022, 0.009, -2.400], [-0.602, -1.588, -2.000], [1.556, -0.095, -3.136], [1.846, -1.195, -1.879], [1.467, 0.483, -1.448], [-0.811, -0.057, 2.362], [-0.220, 1.344, 2.085], [1.014, 1.501, 2.196], [-1.095, 2.164, 1.691], [-1.853, -0.077, 2.646], [-0.211, -0.578, 3.127], [-0.588, -0.756, 1.541]],
  "forces_ev_per_a": [[-0.419, -0.005, -0.235], [0.298, 0.633, 0.083], [-0.296, -0.448, 0.200], [0.651, 0.325, -0.255], [0.109, -0.372, 0.279], [-0.623, 0.199, -0.061], [-0.268, -0.128, 0.438], [0.541, -0.162, -0.401], [1.535, -1.187, 0.583], [-0.903, 0.241, -0.739], [-0.111, -0.155, 0.132], [0.473, 0.056, 0.214], [-0.247, 0.131, -0.198], [-0.232, 0.409, 0.345], [-0.507, 0.464, -0.385]],
  "homo_ev": -3.8,
  "total_charge": -1,
  "homo_lumo_gap_ev": 7.65,
  "e_lumo_ev": 3.9
}

***

[3]
{
  "formula": "CHClN4OP",
  "method": "ωB97M-V/def2-TZVPD",
  "elements": ["O", "P", "Cl", "C", "N", "N", "N", "N", "H"],
  "xyz": [[2.435, -0.412, 0.968], [1.440, -1.300, 0.300], [0.014, -1.955, 1.794], [0.252, -0.003, -0.220], [0.566, 0.763, -1.305], [-0.469, 1.501, -1.556], [-1.475, 1.293, -0.788], [-1.051, 0.321, 0.089], [-1.713, -0.208, 0.718]],
  "forces_ev_per_a": [[0.880, -0.087, 0.493], [0.549, 0.076, -0.306], [-0.684, -0.514, 0.855], [-2.145, 1.093, -1.799], [0.713, -1.642, 2.062], [-1.535, 1.588, -0.936], [0.207, -0.955, 0.864], [0.644, -0.676, -0.249], [1.370, 1.117, -0.984]],
  "homo_ev": -4.3,
  "total_charge": -1,
  "homo_lumo_gap_ev": 8.04,
  "e_lumo_ev": 3.7
}

***

[4]
{
  "formula": "C29H44ClNO6PPdS2Si",
  "method": "ωB97M-V/def2-TZVPD",
  "elements": ["Pd", "S", "C", "N", "C", "C", "C", "C", "C", "C", "S", "H", "H", "H", "H", "C", "C", "C", "C", "O", "Si", "O", "O", "C", "C", "C", "C", "O", "C", "C", "C", "C", "H", "H", "H", "H", "H", "H", "H", "H", "H", "H", "H", "H", "H", "H", "H", "H", "H", "H", "H", "H", "H", "H", "H", "H", "H", "H", "H", "C", "P", "C", "C", "C", "C", "C", "C", "C", "H", "H", "H", "H", "H", "H", "H", "H", "H", "H", "H", "Cl", "C", "C", "O", "O", "H", "H"],
  "xyz": [[0.222, 0.984, -0.310], [-0.017, 0.372, 2.043], [-0.878, -1.051, 1.545], [-0.938, -1.473, 0.322], [-1.638, -2.656, 0.215], [-1.839, -3.375, -0.962], [-2.571, -4.548, -0.925], [-3.105, -5.023, 0.275], [-2.901, -4.330, 1.458], [-2.166, -3.152, 1.422], [-1.727, -2.074, 2.709], [-1.396, -3.012, -1.880], [-2.728, -5.110, -1.838], [-3.678, -5.942, 0.284], [-3.306, -4.704, 2.390], [2.958, -2.115, 1.603], [3.829, -1.029, 2.228], [3.590, -0.968, 3.729], [5.302, -1.276, 1.923], [3.459, 0.258, 1.729], [3.089, 0.723, 0.201], [1.931, -0.076, -0.580], [4.559, 0.763, -0.576], [4.770, 0.939, -1.972], [3.866, 2.040, -2.510], [6.229, 1.345, -2.129], [4.494, -0.381, -2.685], [2.568, 2.287, 0.326], [2.936, 3.349, 1.202], [4.440, 3.351, 1.462], [2.522, 4.630, 0.487], [2.157, 3.195, 2.503], [3.176, -3.081, 2.067], [3.133, -2.196, 0.528], [1.904, -1.875, 1.744], [3.897, -1.900, 4.208], [2.530, -0.798, 3.925], [4.159, -0.143, 4.163], [5.594, -2.279, 2.245], [5.925, -0.545, 2.444], [5.493, -1.178, 0.854], [4.001, 2.959, -1.939], [2.823, 1.741, -2.424], [4.101, 2.234, -3.560], [6.413, 2.291, -1.616], [6.491, 1.461, -3.184], [6.874, 0.584, -1.687], [3.461, -0.685, -2.510], [5.158, -1.157, -2.296], [4.656, -0.287, -3.762], [4.988, 3.429, 0.521], [4.754, 2.436, 1.965], [4.703, 4.205, 2.092], [3.104, 4.750, -0.430], [2.698, 5.500, 1.125], [1.464, 4.579, 0.227], [2.411, 2.253, 2.989], [1.086, 3.197, 2.288], [2.384, 4.022, 3.182], [-2.024, 0.553, -2.763], [-0.269, 0.948, -2.539], [-0.227, 2.672, -3.130], [0.562, 0.058, -3.889], [1.597, 0.639, -4.616], [2.256, -0.077, -5.605], [1.894, -1.387, -5.877], [0.865, -1.978, -5.159], [0.208, -1.260, -4.170], [-2.212, -0.506, -2.583], [-2.349, 0.823, -3.769], [-2.573, 1.109, -2.006], [-0.436, 2.742, -4.200], [0.741, 3.122, -2.907], [-0.968, 3.228, -2.558], [1.892, 1.658, -4.417], [3.058, 0.393, -6.160], [2.414, -1.948, -6.644], [0.574, -3.001, -5.362], [-0.590, -1.736, -3.615], [-3.346, 5.015, -0.333], [-2.921, 3.626, 0.727], [-1.794, 2.788, 0.146], [-0.723, 3.324, -0.172], [-2.018, 1.544, 0.050], [-3.818, 3.032, 0.856], [-2.600, 4.039, 1.680]],
  "forces_ev_per_a": [[-1.060, -1.286, -0.142], [-0.031, -0.255, -0.076], [0.325, 0.438, -0.066], [-0.147, -0.448, -0.218], [-0.019, 0.115, 0.267], [0.006, -0.016, -0.007], [-0.010, -0.012, 0.023], [0.018, 0.021, -0.046], [0.012, 0.019, 0.028], [-0.044, -0.072, -0.028], [0.007, 0.006, 0.116], [-0.027, 0.011, -0.011], [-0.001, -0.001, 0.000], [0.002, -0.005, 0.001], [0.000, 0.009, 0.004], [0.000, -0.041, -0.012], [-0.123, 0.072, -0.099], [-0.021, -0.020, 0.049], [0.070, -0.009, 0.015], [0.147, -0.181, -0.013], [-0.248, 0.474, -0.020], [0.563, 0.392, 0.065], [-0.073, -0.362, 0.003], [-0.017, -0.026, 0.059], [0.047, 0.082, -0.073], [0.077, -0.022, 0.010], [-0.014, -0.023, -0.037], [0.230, -0.013, 0.092], [-0.051, -0.071, -0.069], [0.042, 0.054, 0.023], [-0.013, 0.051, 0.026], [-0.012, 0.034, 0.050], [-0.001, 0.006, -0.005], [0.021, 0.010, -0.001], [0.000, 0.000, 0.009], [-0.005, 0.003, 0.006], [-0.002, 0.003, -0.012], [0.010, -0.005, -0.004], [0.012, 0.016, 0.022], [-0.008, 0.007, -0.003], [-0.034, -0.018, -0.004], [0.026, -0.007, -0.007], [-0.045, 0.021, 0.054], [-0.037, 0.006, -0.014], [-0.006, -0.002, 0.008], [-0.009, -0.005, 0.002], [0.003, -0.001, -0.005], [0.001, 0.000, 0.002], [0.003, 0.009, 0.003], [0.013, -0.004, 0.017], [-0.003, 0.000, -0.003], [-0.035, -0.012, -0.002], [0.009, -0.009, -0.009], [-0.010, -0.004, -0.006], [-0.007, 0.003, -0.015], [0.005, -0.013, 0.014], [0.016, -0.008, -0.020], [0.005, 0.014, -0.008], [-0.018, -0.016, 0.007], [-0.063, -0.315, -0.150], [0.018, 1.023, 0.161], [0.048, 0.038, -0.207], [0.115, -0.319, 0.257], [-0.083, -0.010, -0.107], [-0.034, 0.007, -0.024], [0.018, 0.002, -0.007], [-0.015, 0.023, 0.025], [0.015, -0.053, 0.005], [0.006, 0.004, 0.022], [0.004, -0.028, -0.006], [-0.002, 0.011, -0.033], [-0.028, 0.005, 0.015], [0.011, -0.009, -0.005], [0.019, 0.013, 0.012], [0.002, 0.059, -0.006], [0.005, -0.004, 0.005], [0.000, 0.004, -0.003], [0.005, -0.004, -0.001], [0.023, 0.004, 0.031], [0.047, -0.087, 0.062], [-0.123, 0.073, -0.007], [0.097, -0.206, -0.175], [-0.201, 0.508, 0.254], [0.584, 0.336, -0.040], [-0.005, 0.002, -0.014], [-0.004, 0.013, -0.005]],
  "homo_ev": -4.7,
  "total_charge": -1,
  "homo_lumo_gap_ev": 7.15,
  "e_lumo_ev": 2.5
}

***

[5]
{
  "formula": "C19H24N4O4",
  "method": "ωB97M-V/def2-TZVPD",
  "elements": ["C", "C", "O", "C", "O", "C", "C", "C", "C", "N", "C", "C", "C", "C", "C", "C", "N", "C", "N", "C", "O", "C", "C", "N", "C", "C", "O", "H", "H", "H", "H", "H", "H", "H", "H", "H", "H", "H", "H", "H", "H", "H", "H", "H", "H", "H", "H", "H", "H", "H", "H"],
  "xyz": [[4.186, -0.059, -3.774], [3.730, -0.840, -2.555], [2.453, -0.343, -2.159], [1.924, -0.892, -1.047], [2.507, -1.782, -0.445], [0.600, -0.375, -0.747], [0.241, 0.930, -0.984], [1.263, 2.021, -1.188], [1.056, 3.188, -0.217], [-1.029, 1.385, -0.968], [-2.213, 0.696, -1.267], [-3.218, 1.391, -1.926], [-4.384, 0.754, -2.319], [-4.551, -0.593, -2.052], [-3.578, -1.282, -1.353], [-2.405, -0.654, -0.939], [-1.581, -1.358, -0.094], [-0.323, -1.240, 0.040], [0.317, -1.953, 1.026], [-0.155, -2.520, 2.175], [0.605, -3.130, 2.897], [-1.600, -2.276, 2.560], [-1.786, -0.805, 2.961], [-0.649, -0.320, 3.713], [0.260, 0.523, 3.174], [1.515, 0.674, 4.003], [0.068, 1.121, 2.132], [3.466, -0.173, -4.579], [4.274, 0.997, -3.533], [5.152, -0.431, -4.104], [3.642, -1.909, -2.778], [4.433, -0.728, -1.721], [1.206, 2.373, -2.222], [2.258, 1.615, -1.031], [0.858, 2.800, 0.779], [0.232, 3.835, -0.511], [1.954, 3.799, -0.186], [-1.121, 2.388, -1.054], [-3.081, 2.443, -2.139], [-5.151, 1.311, -2.834], [-5.451, -1.101, -2.364], [-3.711, -2.323, -1.101], [1.322, -2.085, 0.852], [-2.256, -2.512, 1.726], [-1.818, -2.928, 3.409], [-2.696, -0.692, 3.558], [-1.862, -0.174, 2.073], [-0.373, -0.873, 4.511], [2.135, 1.464, 3.590], [2.069, -0.263, 3.979], [1.266, 0.908, 5.035]],
  "forces_ev_per_a": [[-0.308, -0.112, 0.338], [0.557, -0.221, -0.033], [-0.240, 0.055, 0.020], [0.426, -0.163, -0.159], [-0.004, 0.207, -0.252], [-0.606, 0.155, 0.067], [0.329, -0.259, -0.073], [0.090, 0.127, -0.001], [-0.026, -0.122, 0.026], [0.165, 0.457, 0.219], [-0.414, -0.508, -0.263], [-0.015, -0.060, -0.029], [0.023, 0.101, 0.026], [-0.042, -0.064, -0.019], [0.036, 0.195, -0.147], [-0.052, 0.581, -0.306], [0.348, -0.497, 0.551], [-0.375, 0.235, -0.518], [0.947, -0.149, -0.158], [-0.701, -0.144, 0.204], [0.156, -0.122, 0.160], [-0.003, -0.065, 0.175], [-0.185, 0.011, -0.181], [-0.235, -0.246, 0.253], [0.208, 0.103, 0.495], [0.037, 0.087, -0.212], [0.035, 0.166, -0.346], [-0.023, 0.005, -0.130], [0.054, 0.119, -0.025], [0.097, -0.020, -0.047], [0.024, 0.161, 0.086], [-0.098, -0.071, -0.136], [0.058, -0.061, -0.019], [-0.118, 0.024, -0.063], [0.005, 0.060, 0.098], [-0.072, 0.110, 0.004], [0.029, 0.089, -0.047], [0.066, -0.160, 0.096], [0.043, 0.093, -0.054], [-0.058, 0.052, -0.041], [-0.080, -0.044, -0.029], [0.009, -0.094, 0.093], [-0.317, 0.057, 0.203], [-0.038, -0.012, 0.130], [0.125, -0.012, -0.052], [0.047, -0.009, -0.137], [-0.073, -0.073, 0.160], [0.122, 0.113, -0.054], [-0.024, 0.012, -0.014], [0.066, -0.080, 0.041], [0.005, -0.009, 0.099]],
  "homo_ev": -7.6,
  "total_charge": 0,
  "homo_lumo_gap_ev": 8.04,
  "e_lumo_ev": 0.4
}

***

[6]
{
  "formula": "C2H7N3OS",
  "method": "ωB97M-V/def2-TZVPD",
  "elements": ["C", "N", "S", "C", "O", "N", "N", "H", "H", "H", "H", "H", "H", "H"],
  "xyz": [[0.555, 1.251, 0.549], [0.856, -0.008, -0.131], [2.538, -0.319, -0.515], [0.028, -1.098, 0.050], [0.467, -2.190, 0.211], [-1.347, -0.879, 0.065], [-1.943, 0.137, -0.792], [-0.244, 1.138, 1.252], [1.411, 1.698, 1.032], [0.175, 1.975, -0.213], [2.767, -1.289, 0.404], [-1.885, -1.748, -0.073], [-1.338, 0.343, -1.570], [-2.039, 0.990, -0.269]],
  "forces_ev_per_a": [[-0.591, 0.931, -1.662], [1.005, 0.590, 0.107], [-1.067, -0.148, 0.404], [-0.534, 0.733, -0.184], [0.649, -2.201, 0.178], [-1.026, 0.700, -1.115], [0.274, -0.782, 0.698], [-0.357, -0.327, 0.607], [0.314, -0.221, 0.086], [0.403, -0.205, 0.588], [-0.071, 0.267, -0.119], [0.802, 0.625, 0.366], [0.279, -0.148, -0.255], [-0.081, 0.186, 0.299]],
  "homo_ev": -9.2,
  "total_charge": 0,
  "homo_lumo_gap_ev": 9.90,
  "e_lumo_ev": 0.7
}

***

What are the energy relative to the best compared isomer or geometry (same formula, charge and spin) values for these records? In order: 2.1028; 0.4760; 0.0753; 0.4138; 1.4981; 0.4520 eV.